#a
DFT (the ωB97M-V functional and the def2-TZVPD basis) results for an isolated molecule of C2H3N3O.

Bonds (Å) are listed after each position.
Cartesian coordinates (Å):
1 C 0.43847 0.30922 -0.64530  N6 1.283, N7 1.384, N8 1.526
2 C -1.15125 0.49366 0.91885  H4 1.134, N7 1.330, O9 1.307
3 H 1.60623 -0.22023 -2.02686  N6 0.997
4 H -1.93996 0.99584 1.56002  C2 1.134
5 H 0.54591 -1.75927 0.36597  N8 0.907
6 N 1.07123 0.56733 -1.73085  C1 1.283, H3 0.997
7 N -0.31093 1.16750 0.13950  C1 1.384, C2 1.330
8 N 0.34098 -0.87725 0.30968  C1 1.526, H5 0.907, O9 1.251
9 O -0.60070 -0.67681 1.10899  C2 1.307, N8 1.251

Summary:
* Kohn-Sham gap: 9.405 eV
* total charge: 0
* HOMO level: -8.78 eV
* structure (SMILES): [H]/N=c1/nco[nH]1
* LUMO energy: 0.023 hartree



#b
DFT (the ωB97M-V functional and the def2-TZVPD basis) results for an isolated molecule of C2H3N3O.

Bonds (Å) are listed after each position.
Cartesian coordinates (Å):
1 C -1.35059 -0.01245 0.06573  C2 1.569, H7 1.086, H8 1.086, H9 1.102
2 C 0.21742 -0.03947 0.02142  C1 1.569, N3 1.223, N6 1.385
3 N 0.34989 -1.04060 0.71149  C2 1.223
4 O 2.56866 -0.40810 0.17181  N5 1.220
5 N 2.26543 0.56888 -0.49228  O4 1.220, N6 1.312
6 N 1.00127 0.88227 -0.65336  C2 1.385, N5 1.312
7 H -1.56299 0.94863 0.52426  C1 1.086
8 H -1.62183 -0.09616 -0.98239  C1 1.086
9 H -1.86725 -0.80300 0.63330  C1 1.102

Summary:
* Kohn-Sham gap (spin up / spin down): 8.302 / 8.305 eV
* total charge: 0
* HOMO level (spin up / spin down): -10.07 / -10.07 eV
* LUMO energy (spin up / spin down): -0.065 / -0.065 hartree



What should be chosen as the most stable of them? Choose #a.



#a
DFT (the ωB97M-V functional and the def2-TZVPD basis) results for an isolated molecule of C2H3N3O.

Bonds (Å) are listed after each position.
Cartesian coordinates (Å):
1 C 0.39615 0.53934 0.34061  N6 1.375, N7 1.464, O9 1.325
2 C -0.08960 -1.07073 -0.95536  H4 1.151, N7 1.357, N8 1.333
3 H 1.47163 1.89257 -0.25368  N6 1.152
4 H -0.12211 -2.00791 -1.62268  C2 1.151
5 H -1.50066 -1.81497 0.28819  N8 0.936
6 N 0.63406 1.87890 0.53744  C1 1.375, H3 1.152
7 N 0.76382 -0.01595 -0.96299  C1 1.464, C2 1.357
8 N -0.89173 -1.12711 0.10739  C2 1.333, H5 0.936, O9 1.417
9 O -0.65390 -0.00403 0.93796  C1 1.325, N8 1.417

Summary:
* Kohn-Sham gap: 9.012 eV
* total charge: 0
* HOMO level: -8.56 eV
* structure (SMILES): [H]/N=c1\nc[nH]o1
* LUMO energy: 0.016 hartree



#b
DFT (the ωB97M-V functional and the def2-TZVPD basis) results for an isolated molecule of C2H3N3O.

Bonds (Å) are listed after each position.
Cartesian coordinates (Å):
1 N -1.53440 -0.24940 0.11833  C2 1.379, H7 1.010, H8 1.008
2 C -0.15726 -0.19864 0.07850  N1 1.379, N3 1.304, C6 1.427
3 N 0.57829 -1.24686 0.32617  C2 1.304, O4 1.363
4 O 1.86826 -0.80769 0.29719  N3 1.363, N5 1.346
5 N 1.93814 0.50659 0.01584  O4 1.346, C6 1.301
6 C 0.71110 0.91533 -0.12173  C2 1.427, N5 1.301, H9 1.079
7 H -1.88097 -1.19752 0.14367  N1 1.010
8 H -2.03838 0.31013 -0.55115  N1 1.008
9 H 0.49404 1.94510 -0.35976  C6 1.079

Summary:
* Kohn-Sham gap: 10.486 eV
* total charge: 0
* HOMO level: -9.67 eV
* structure (SMILES): Nc1cnon1
* LUMO energy: 0.030 hartree



What should be chosen as the most stable of them? Choose #b.



#a
DFT (the ωB97M-V functional and the def2-TZVPD basis) results for an isolated molecule of C2H3N3O.

Bonds (Å) are listed after each position.
Cartesian coordinates (Å):
1 O -1.66496 1.44544 -0.15434  C2 1.215
2 C -0.75121 0.64472 -0.12164  O1 1.215, N3 1.377, N6 1.389
3 N 0.60027 0.78379 0.10142  C2 1.377, C4 1.491, H7 1.033
4 C 1.16154 -0.59524 0.02436  N3 1.491, N5 1.284, H8 1.101
5 N 0.22255 -1.45559 -0.13596  C4 1.284, N6 1.391
6 N -0.94640 -0.71950 -0.29656  C2 1.389, N5 1.391, H9 1.008
7 H 0.88037 1.76911 0.23374  N3 1.033
8 H 2.22593 -0.87174 0.07486  C4 1.101
9 H -1.72809 -1.00101 0.27411  N6 1.008

Summary:
* Kohn-Sham gap: 10.302 eV
* total charge: 0
* HOMO level: -9.53 eV
* structure (SMILES): O=c1[nH]cn[nH]1
* LUMO energy: 0.029 hartree



#b
DFT (the ωB97M-V functional and the def2-TZVPD basis) results for an isolated molecule of C2H3N3O.

Bonds (Å) are listed after each position.
Cartesian coordinates (Å):
1 N 1.48305 -0.33501 -0.39296  C2 1.384, H7 1.014, H8 1.010
2 C 0.22289 -0.02407 0.08644  N1 1.384, N3 1.306, C6 1.431
3 N 0.05308 0.24855 1.35199  C2 1.306, O4 1.358
4 O -1.28866 0.34130 1.54182  N3 1.358, N5 1.345
5 N -1.96268 0.16152 0.39158  O4 1.345, C6 1.301
6 C -1.06967 -0.06299 -0.52695  C2 1.431, N5 1.301, H9 1.081
7 H 2.16590 -0.20755 0.34566  N1 1.014
8 H 1.77653 0.11227 -1.24997  N1 1.010
9 H -1.38043 -0.23401 -1.54760  C6 1.081

Summary:
* Kohn-Sham gap: 10.582 eV
* total charge: 0
* HOMO level: -9.74 eV
* structure (SMILES): Nc1cnon1
* LUMO energy: 0.031 hartree



What should be chosen as the most stable of them? Choose #a.



#a
DFT (the ωB97M-V functional and the def2-TZVPD basis) results for an isolated molecule of C2H3N3O.

Bonds (Å) are listed after each position.
Cartesian coordinates (Å):
1 O 1.77263 -0.10084 0.36274  C2 1.477, H7 0.959
2 C 0.81391 0.60660 -0.50942  O1 1.477, N3 1.358, N6 1.391
3 N -0.04045 1.40521 0.18025  C2 1.358, N4 1.333
4 N -1.05527 0.56452 0.37955  N3 1.333, C5 1.366, H8 1.006
5 C -0.83320 -0.65090 -0.20239  N4 1.366, N6 1.286, H9 1.079
6 N 0.25775 -0.61216 -0.88257  C2 1.391, C5 1.286
7 H 2.39606 -0.52918 -0.22699  O1 0.959
8 H -1.86055 0.83272 0.91878  N4 1.006
9 H -1.45089 -1.51598 -0.01996  C5 1.079

Summary:
* Kohn-Sham gap (spin up / spin down): 8.379 / 8.377 eV
* total charge: 0
* HOMO level (spin up / spin down): -8.81 / -8.80 eV
* structure (SMILES): Oc1nc[nH]n1
* LUMO energy (spin up / spin down): -0.016 / -0.016 hartree



#b
DFT (the ωB97M-V functional and the def2-TZVPD basis) results for an isolated molecule of C2H3N3O.

Bonds (Å) are listed after each position.
Cartesian coordinates (Å):
1 N -1.67059 -0.26211 -0.01840  C2 1.409, H7 1.017, H8 1.013
2 C -0.26404 -0.19714 -0.05578  N1 1.409, N3 1.433, C6 1.326
3 N 0.45249 -1.28812 0.53512  C2 1.433, O4 1.214
4 O 1.65348 -1.15885 0.66000  N3 1.214
5 N 1.54288 1.44280 -0.64177  C6 1.219, H9 1.028
6 C 0.53334 0.80988 -0.38594  C2 1.326, N5 1.219
7 H -1.95871 -1.21260 0.20128  N1 1.017
8 H -2.08575 0.04735 -0.88940  N1 1.013
9 H 1.88920 1.98911 0.15758  N5 1.028

Summary:
* Kohn-Sham gap: 8.309 eV
* total charge: 0
* HOMO level: -8.64 eV
* structure (SMILES): N=C=C(N)N=O
* LUMO energy: -0.012 hartree



What should be chosen as the most stable of them? Choose #b.